{"formula": "C36H84BO18", "method": "ωB97M-V/def2-TZVPD", "elements": ["O", "C", "O", "B", "O", "C", "O", "O", "C", "O", "C", "O", "O", "C", "C", "O", "C", "C", "H", "H", "H", "H", "H", "H", "H", "H", "H", "H", "C", "C", "O", "C", "C", "H", "H", "H", "H", "H", "H", "H", "H", "H", "H", "C", "C", "O", "C", "C", "H", "H", "H", "H", "H", "H", "H", "H", "H", "H", "C", "C", "O", "C", "C", "H", "H", "H", "H", "H", "H", "H", "H", "H", "H", "C", "C", "O", "C", "C", "H", "H", "H", "H", "H", "H", "H", "H", "H", "H", "C", "C", "C", "O", "H", "H", "H", "H", "H", "H", "H", "H", "C", "C", "C", "O", "H", "H", "H", "H", "H", "H", "H", "H", "C", "C", "O", "H", "H", "H", "H", "H", "H", "C", "C", "O", "H", "H", "H", "H", "H", "H", "C", "C", "O", "H", "H", "H", "H", "H", "H"], "positions_angstrom": [[-8.72322, 16.01433, -4.26330], [-9.31229, 16.97423, -3.87416], [-9.94303, 17.11727, -2.70553], [-10.24492, 18.51617, -2.39618], [-9.95806, 19.18738, -3.68034], [-9.24233, 18.40119, -4.49599], [-8.76854, 18.67922, -5.62146], [-9.41993, 18.92523, -1.22479], [-10.20608, 19.24734, -0.20775], [-9.93042, 19.61084, 0.94528], [-11.72625, 18.99160, -0.59704], [-11.67368, 18.68953, -1.91970], [-12.65233, 19.02055, 0.18613], [-24.10643, 19.20997, -4.07506], [-22.56731, 19.55690, -3.88502], [-22.26869, 19.79176, -2.54931], [-20.99391, 20.25175, -2.27839], [-20.83932, 20.97916, -0.91011], [-24.83738, 20.00790, -4.20596], [-24.08352, 18.61131, -4.98565], [-24.50784, 18.49397, -3.35791], [-22.03771, 18.71254, -4.32625], [-22.25255, 20.36349, -4.54718], [-20.33515, 19.38818, -2.18685], [-20.69160, 20.97606, -3.03476], [-21.36450, 21.92534, -0.77951], [-19.79123, 21.26422, -0.81877], [-21.08158, 20.38716, -0.02753], [-0.93556, 13.98938, -1.90158], [-2.31066, 14.52573, -1.48225], [-2.26971, 14.61463, -0.06369], [-3.51564, 14.90434, 0.55471], [-3.33920, 14.88727, 2.07766], [-0.31834, 14.88640, -1.85164], [-0.49551, 13.21042, -1.27894], [-0.90471, 13.76130, -2.96700], [-2.65340, 15.44783, -1.95169], [-2.91679, 13.65192, -1.72132], [-3.97907, 15.84913, 0.27066], [-4.10448, 14.08350, 0.14534], [-2.61788, 15.64351, 2.38736], [-2.96036, 13.90053, 2.34396], [-4.24214, 15.09082, 2.65331], [-10.35796, 9.87716, -11.18552], [-10.66926, 11.28899, -10.55157], [-11.97532, 11.68486, -11.03064], [-12.49496, 12.89787, -10.50078], [-12.12183, 13.99876, -11.50620], [-10.22508, 10.03072, -12.25644], [-9.38872, 9.53836, -10.81962], [-11.11297, 9.12263, -10.96472], [-10.59469, 11.08583, -9.48327], [-9.91132, 12.05276, -10.72558], [-13.58423, 12.90300, -10.46115], [-12.18547, 13.21830, -9.50597], [-11.05612, 14.17447, -11.35965], [-12.54013, 14.97836, -11.27486], [-12.35996, 13.81367, -12.55364], [-4.50550, 24.57632, -10.63822], [-3.13260, 24.48396, -9.94390], [-2.27924, 25.46278, -10.51894], [-1.01603, 25.54360, -9.88307], [-0.99351, 26.69239, -8.94958], [-4.32333, 24.75257, -11.69834], [-5.13069, 23.68676, -10.56130], [-4.98144, 25.50373, -10.31963], [-3.19893, 24.57230, -8.85951], [-2.70728, 23.50415, -10.16105], [-0.66630, 24.60610, -9.45078], [-0.34512, 25.78399, -10.70781], [-1.49910, 26.49499, -8.00432], [-1.37092, 27.66098, -9.27746], [0.02053, 26.89422, -8.60450], [-17.23135, 25.82843, -6.07639], [-15.92720, 24.93792, -6.09930], [-14.78962, 25.73411, -6.37397], [-13.59961, 25.14781, -5.87079], [-12.50021, 26.18467, -6.19492], [-18.05614, 25.14252, -5.88312], [-17.04999, 26.63384, -5.36470], [-17.35946, 26.24968, -7.07351], [-15.83098, 24.47811, -5.11573], [-16.10934, 24.17129, -6.85243], [-13.73763, 24.94585, -4.80859], [-13.47852, 24.17251, -6.34220], [-12.67964, 27.03162, -5.53267], [-12.39480, 26.34419, -7.26802], [-11.47868, 25.87669, -5.97194], [-14.73011, 25.50473, 7.92613], [-16.17449, 24.98182, 8.09709], [-16.82836, 24.64482, 6.74193], [-16.18075, 23.94122, 9.02013], [-14.39601, 25.79043, 8.92355], [-14.58325, 26.36528, 7.27345], [-14.14069, 24.62474, 7.66864], [-16.71198, 25.80209, 8.57288], [-17.88055, 24.47306, 6.96886], [-16.25232, 23.81666, 6.32912], [-16.68677, 25.42936, 5.99860], [-16.17776, 24.25204, 9.92842], [-13.56742, 12.84691, 1.33359], [-12.69959, 12.77401, 2.62024], [-11.29862, 13.42629, 2.57317], [-13.52334, 13.31311, 3.58105], [-14.13432, 11.93454, 1.14842], [-12.82080, 12.83305, 0.53957], [-14.13103, 13.76206, 1.15203], [-12.66705, 11.72743, 2.92311], [-10.74730, 12.80360, 1.86861], [-10.95251, 13.27014, 3.59490], [-11.25211, 14.49609, 2.36949], [-14.22353, 12.68755, 3.78103], [-16.99197, 16.66090, -5.82115], [-17.43556, 15.24466, -5.29191], [-18.20824, 14.78750, -6.36836], [-17.84824, 17.20950, -6.21352], [-16.28259, 16.60347, -6.64672], [-16.71328, 17.29980, -4.98316], [-17.99909, 15.41254, -4.37411], [-16.51945, 14.69810, -5.06804], [-18.64815, 13.98663, -6.07397], [-9.01709, 27.58455, 0.97472], [-9.87457, 27.22302, 2.23958], [-9.06294, 26.47810, 3.06719], [-8.75874, 26.65315, 0.47088], [-8.10492, 28.02030, 1.38236], [-9.52399, 28.21747, 0.24632], [-10.75477, 26.67582, 1.90210], [-10.24345, 28.14421, 2.69063], [-9.20931, 25.54462, 2.89750], [-5.63492, 8.33046, -5.36297], [-6.88988, 8.07193, -4.70841], [-6.97112, 9.05090, -3.73032], [-4.74501, 8.25795, -4.73775], [-5.71579, 9.29524, -5.86373], [-5.40887, 7.63941, -6.17504], [-6.90653, 7.07351, -4.27141], [-7.75935, 8.13755, -5.36248], [-7.23981, 9.85820, -4.17493]], "forces_ev_per_a": [[-0.4029, -0.4880, -0.3008], [0.9708, 1.1942, 1.1731], [-0.0167, -0.9679, -0.3432], [-0.7897, -0.4411, 0.1922], [0.8907, 0.6019, -0.2891], [-0.2442, 0.4369, -3.1577], [-1.4192, -0.5508, 3.9581], [-0.3910, 0.7227, 0.3674], [-0.7681, 0.3882, 2.9876], [0.1888, -0.8059, -3.2026], [0.9970, -0.1755, -0.2285], [-0.1168, 0.1121, 0.6650], [1.1018, -0.0305, -1.8357], [1.3082, -0.4584, -0.5242], [-1.7909, -0.5285, -0.5662], [-1.2829, 0.1499, 0.5515], [0.7109, 0.7065, 1.5166], [-0.0666, 0.0733, -0.1857], [0.4372, 0.2794, 0.1697], [-0.3535, 0.1960, -0.3753], [0.3861, 0.2513, 0.4804], [0.3516, -0.5064, 0.4726], [-0.2418, 0.6412, 0.1346], [0.4803, 0.0135, -0.5771], [0.3543, -0.2014, -0.3277], [-0.4046, -0.0650, -0.4850], [0.1812, -0.2091, -0.0416], [-0.0619, -0.3470, -0.2446], [0.3918, 2.4156, -0.6005], [0.4949, -2.5146, 1.0008], [0.6983, 1.3104, 0.2061], [-0.0334, -0.6594, 0.0581], [0.2638, -0.4064, -0.5043], [0.7578, -0.1957, 0.2599], [-0.5096, 0.0243, -0.0330], [-0.2424, -0.4753, 0.0558], [0.1690, -0.0728, -0.1697], [-1.2019, 0.3877, -0.2042], [0.2500, 0.2245, -0.4561], [-1.0408, 0.0589, 0.6341], [0.1528, -0.0450, -0.1578], [0.0549, 0.0667, 0.2713], [-0.2150, -0.1168, -0.3635], [0.5248, 1.8680, -0.1787], [-0.6337, -1.7243, -0.2729], [0.6119, -0.5011, 1.4145], [-0.4041, 1.3045, -1.6546], [0.6664, 0.7905, 0.7931], [-0.2976, -0.3421, -0.1246], [-0.0119, -0.0646, 0.1807], [-0.0732, 0.3147, -0.0173], [-0.7707, 0.4265, 0.4347], [0.0710, -0.0343, -0.5829], [-0.1116, -0.8657, -0.0015], [0.5176, -0.5561, 0.1307], [0.2589, -0.0789, -0.5904], [-0.4046, -0.0442, 0.2805], [0.0578, -0.4883, 0.1955], [0.9012, 0.7995, -0.1232], [-0.5410, -0.5159, -0.8670], [-0.5007, -0.5604, 0.3469], [-0.0490, 0.8091, -1.5972], [0.5731, 0.7757, 2.1802], [0.1477, -0.2433, -0.1340], [0.0353, 0.1970, 0.4108], [-0.4469, -0.2810, 0.2662], [-0.0837, 0.2344, 0.1444], [0.1302, -0.2913, 0.0906], [-0.2681, -0.1163, 0.1961], [0.3122, -0.1764, -0.0504], [-0.3971, -0.2195, -0.0169], [-0.1528, -0.3518, -0.6759], [0.3371, -0.0609, -0.1695], [1.9557, -0.8555, -0.5680], [-1.4096, 1.1956, 0.0837], [-0.7094, -0.1914, 0.0889], [0.2956, 0.5498, -0.7701], [0.3819, -1.2005, 0.6798], [-0.1694, 0.4159, 0.3770], [-0.5664, -0.1301, 0.1299], [-0.0890, 0.1226, 0.0431], [0.1010, -0.2288, 0.0842], [0.4479, -0.2900, -0.1098], [0.3100, 0.2130, 0.2899], [0.4230, -0.0995, -0.2150], [-0.1009, 0.4453, -0.7333], [-0.7909, 0.6179, 0.0785], [-0.0759, -0.5713, 0.5442], [-0.3048, -0.7989, 0.8073], [0.6435, 2.6563, -0.6156], [0.7615, -0.2072, 1.2620], [-0.2298, -1.7294, -0.0778], [0.1812, 0.1553, 0.0606], [-0.1745, -0.2818, -0.2282], [0.3341, 0.2504, -0.4420], [-0.4600, 0.3200, -0.2819], [0.0367, -0.4488, -0.6677], [-0.6035, -0.5331, 0.0091], [-0.2169, 0.3533, 0.3874], [0.0320, 0.2632, -0.2116], [2.2906, -0.5334, -1.2971], [-1.5193, -0.1021, -1.6085], [-1.3483, -1.1057, 0.7579], [-0.6442, 1.7057, 2.7596], [-0.4133, 0.1769, 0.3564], [-0.0865, -0.0329, -0.6164], [-0.0700, -0.0915, 0.6393], [1.1100, -0.4219, -0.5689], [0.4066, 0.4221, 0.0455], [0.5695, 0.0613, -0.0922], [-0.2951, -0.1831, -0.3370], [-0.0009, 0.1127, -0.0385], [-0.7518, -0.2633, 0.8996], [0.9437, 3.1804, -0.9109], [-0.4162, -1.2431, 0.1908], [-0.3578, -0.3993, -0.1488], [0.2878, -0.0399, 0.4167], [0.8536, -0.1281, -0.1098], [-0.2362, -0.3060, 0.0449], [-0.1733, -0.5581, -0.1244], [-0.1475, -0.2352, -0.2553], [-0.6009, -0.4483, 0.9194], [-0.0571, 0.8003, -2.7342], [0.3393, -0.5633, 1.3907], [0.0993, -0.0127, -0.0199], [0.0321, 0.2395, -0.4053], [0.0517, 0.2234, 0.1800], [-0.1722, -0.1625, 0.1519], [0.2598, -0.0822, 0.4871], [0.0478, -0.0078, 0.0281], [2.1599, -0.3284, -2.7664], [-0.9676, -0.8570, 0.4767], [-1.0166, 0.7042, 1.7084], [-0.3288, 0.3851, 0.3884], [0.4549, 0.2666, 0.1815], [-0.1942, -0.2967, -0.2522], [-0.1264, 0.0754, 0.4150], [0.0078, -0.1418, -0.3583], [0.0100, 0.2009, 0.2128]], "lumo_ev": 1.91, "e_above_lowest_ev": 0.000, "total_charge": -1, "homo_lumo_gap_ev": 9.0, "multiplicity": 1}